13
Properties=species:S:1:pos:R:3:forces:R:3 method="wB97M-V/def2-TZVPD" orbital_gap_ev="7.99 / 6.53" e_homo_ev="-7.84 / -7.50" de_lowest_kcal_mol=72.9 charge=0
C -0.28401 -0.15996 -0.91545 0.23 1.93 0.70
C -0.43897 1.22518 -0.77104 -0.91 -0.78 0.75
C 0.32082 -0.96757 0.01818 3.24 2.30 2.35
C -0.39020 1.76151 0.60556 1.59 3.16 -0.82
N 1.62742 -0.07737 1.07085 -2.86 -3.88 -2.74
P 0.87344 -2.65188 -0.02972 0.33 0.39 -3.07
S 1.22802 1.37290 1.39867 0.12 2.23 0.29
H -0.66821 -0.60775 -1.78923 -0.23 -0.62 -1.09
H -0.89902 1.87147 -1.51743 0.42 -0.41 -0.14
H -0.52692 2.92454 0.71725 0.44 -2.18 -0.47
H -1.03870 1.34686 1.28795 -1.91 -1.27 1.20
H -0.08768 -2.99449 -1.18681 0.85 0.00 1.89
H 0.28400 -3.04344 1.11123 -1.30 -0.86 1.14